Density functional theory data (wB97M-V/def2-TZVPD) for an isolated ion of composition C3H2NOS2 and charge -1 at a distorted geometry.

Calculated values
M: 132.19 Da
Highest occupied orbital energy: -3.2 eV
SMILES: O=C1N=CS[C@@H]1[S-]
Charge: -1
E_tot: -1041.92539 Eh

Bonds (Å) are listed after each position.
Element x y z (Å)
1 O -1.485 1.526 0.762  C2 1.243
2 C -0.659 0.758 0.239  O1 1.243, N3 1.411, C6 1.579
3 N 0.129 1.204 -0.843  C2 1.411, C4 1.311
4 C 1.158 0.391 -0.862  N3 1.311, S5 1.739, H8 1.011
5 S 1.400 -0.919 0.256  C4 1.739, C6 1.883
6 C -0.424 -0.738 0.686  C2 1.579, S5 1.883, S7 1.778, H9 1.043
7 S -1.451 -1.736 -0.369  C6 1.778
8 H 1.873 0.421 -1.577  C4 1.011
9 H -0.541 -0.906 1.709  C6 1.043

Density functional theory data (wB97M-V/def2-TZVPD) for the molecule C4H3ClN2O2 at a distorted geometry.

Calculated values
M: 146.53 Da
Highest occupied orbital energy (spin up / spin down): -9.0 / -9.0 eV
E_tot: -874.11456 Eh

Bonds (Å) are listed after each position.
Element x y z (Å)
1 C -1.840 0.345 -0.318  C2 1.621, C3 1.281, H10 1.112
2 C -0.295 0.818 -0.447  C1 1.621, N5 1.303, H11 1.114
3 C -2.128 -0.781 0.222  C1 1.281, Cl9 1.763, H12 1.107
4 C 1.637 0.340 0.829  N5 1.187, N6 1.354
5 N 0.509 0.576 0.549  C2 1.303, C4 1.187
6 N 2.728 -0.135 0.182  C4 1.354, O7 1.277, O8 1.209
7 O 3.021 -1.294 0.629  N6 1.277
8 O 3.522 0.526 -0.447  N6 1.209
9 Cl -3.647 -1.674 0.243  C3 1.763
10 H -2.378 0.851 -1.149  C1 1.112
11 H 0.173 1.503 -1.190  C2 1.114
12 H -1.301 -1.076 0.896  C3 1.107